# C18H17BCl2F4N7O2S2Zr

A molecular structure, C18H17BCl2F4N7O2S2Zr (wB97M-V/def2-TZVPD, the OMol25 dataset).

## Properties
energy above the lowest of the compared OMol25 structures with the same formula, charge and spin: 0.000 eV
charge: -1
gap between HOMO and LUMO: 7.308 eV
E_LUMO: 2.497 eV
E_HOMO: -4.81 eV

Each line ends with the natural charge from an NBO analysis.
Element x y z (Å)
Zr 1.1916 0.8041 -0.8085  2.060
S 1.6602 -0.1102 -3.3748  -0.204
C 1.4460 -1.5533 -2.4898  -0.055
N 1.0812 -1.4711 -1.2367  -0.625
C 0.8839 -2.6961 -0.6394  0.201
C 0.4436 -2.9033 0.6655  -0.235
C 0.2809 -4.2058 1.0995  -0.199
C 0.5443 -5.2877 0.2572  -0.232
C 0.9690 -5.0888 -1.0456  -0.219
C 1.1333 -3.7831 -1.4879  -0.234
S 1.6175 -3.1981 -3.0581  0.386
H 0.2318 -2.0499 1.2961  0.245
H -0.0619 -4.3877 2.1101  0.210
H 0.4094 -6.2969 0.6251  0.207
H 1.1661 -5.9265 -1.7016  0.213
F 1.8115 4.6502 -0.8249  -0.551
B 2.5353 3.4952 -0.5683  1.358
F 1.7587 2.7012 0.3937  -0.546
F 3.7931 3.7113 -0.1113  -0.523
F 2.5184 2.6387 -1.7141  -0.534
Cl 2.1775 -0.4140 2.9162  -0.005
C 3.7978 -0.3523 2.2075  -0.299
Cl 4.5600 1.2259 2.4982  -0.007
C 3.7440 -0.6185 0.6990  0.781
O 4.4693 -1.4686 0.2361  -0.593
O 2.9209 0.1293 0.0483  -0.830
H 4.4054 -1.1059 2.6919  0.234
N -1.0156 3.6199 -0.2352  -0.627
N -0.9967 3.3770 -1.5968  0.172
N -1.7366 4.0421 -2.4480  -0.222
C -1.4067 3.4718 -3.5938  0.092
N -0.5110 2.4858 -3.4454  -0.227
N -0.2558 2.4479 -2.1684  -0.098
H -0.1927 4.1832 -0.0304  0.394
H -0.8967 2.6965 0.1965  0.417
H -1.8222 3.7657 -4.5409  0.205
C -0.9460 1.5785 2.8429  -0.620
C -1.9546 0.8129 2.0327  -0.066
C -3.2082 0.5364 2.5602  -0.218
C -4.1513 -0.1843 1.8433  -0.257
C -3.8290 -0.6282 0.5690  -0.209
C -2.5879 -0.3721 0.0027  -0.063
C -2.2701 -0.8715 -1.3776  -0.621
C -1.6209 0.3542 0.7382  0.214
N -0.3899 0.6215 0.1984  -1.132
H -1.4180 2.0388 3.7114  0.201
H -0.4548 2.3567 2.2570  0.213
H -0.1461 0.9255 3.1955  0.220
H -3.4460 0.8978 3.5555  0.195
H -5.1249 -0.3917 2.2695  0.197
H -4.5592 -1.1872 -0.0073  0.193
H -3.1760 -1.2225 -1.8738  0.202
H -1.5566 -1.6986 -1.3428  0.218
H -1.8152 -0.0942 -1.9960  0.221